Record 1
DFT (ωB97M-V with the def2-TZVPD basis set) results for 2 unconnected molecules or ions with the total composition C5H11NP.

Values from the calculation:
Highest occupied orbital energy ... -13.48 eV
E_tot ... -16130.3946 eV
Relative energy (zero: lowest compared OMol25 entry of this formula, charge and spin) ... 3.953 eV
Gap between HOMO and LUMO ... 9.83 eV
Net charge ... +1

Each line ends with the natural charge from an NBO analysis.
Element x y z (Å)
C 1.429 1.085 1.516  -0.57
C -0.966 -1.407 0.567  -0.22
C -1.273 -0.897 -0.843  -0.24
C 0.402 1.730 -1.157  -0.67
C -0.032 0.942 0.061  -0.01
N -0.134 -0.451 -0.152  -0.40
P 2.724 0.083 1.240  0.42
H 0.906 1.672 2.188  0.20
H -1.656 -0.936 1.392  0.26
H -0.521 -2.401 0.828  0.28
H -1.156 -1.483 -1.808  0.27
H -2.117 -0.219 -0.838  0.25
H 0.586 2.790 -0.910  0.27
H 1.233 1.416 -1.672  0.24
H -0.498 1.819 -1.690  0.23
H -0.893 1.279 0.685  0.23
H 0.755 -0.592 -0.472  0.45
H 3.552 0.454 2.359  0.02



Record 2
DFT (ωB97M-V with the def2-TZVPD basis set) results for a gas-phase ion, C6H11IN (charge +1).

Values from the calculation:
Highest occupied orbital energy ... -14.01 eV
E_tot ... -15981.1413 eV
Relative energy (zero: lowest compared OMol25 entry of this formula, charge and spin) ... 2.648 eV
Gap between HOMO and LUMO ... 7.78 eV
Net charge ... +1

Each line ends with the natural charge from an NBO analysis.
Element x y z (Å)
C 1.577 0.329 0.222  -0.39
C 0.634 1.222 -0.634  -0.43
C 0.745 -0.776 0.957  -0.42
C -0.722 1.410 0.045  -0.60
C -0.626 -1.058 0.397  -0.24
C -1.445 0.180 0.152  0.27
N -0.457 -1.647 -0.972  -0.78
I -3.499 0.093 0.022  0.50
H 2.421 -0.182 -0.474  0.23
H 2.026 0.862 0.907  0.21
H 1.185 2.220 -0.855  0.26
H 0.631 0.852 -1.687  0.23
H 1.351 -1.744 0.720  0.28
H 0.562 -0.477 2.073  0.22
H -0.609 1.719 1.201  0.33
H -1.220 2.198 -0.279  0.26
H -1.037 -1.620 1.178  0.27
H -0.516 -1.094 -1.791  0.39
H -1.001 -2.488 -1.181  0.40



Record 3
DFT (ωB97M-V with the def2-TZVPD basis set) results for a molecular structure, C2HF3I2.

Values from the calculation:
Highest occupied orbital energy ... -8.84 eV
E_tot ... -26440.0775 eV
Relative energy (zero: lowest compared OMol25 entry of this formula, charge and spin) ... 3.077 eV
Gap between HOMO and LUMO ... 7.96 eV

Each line ends with the natural charge from an NBO analysis.
Element x y z (Å)
C -1.472 0.891 -0.878  0.11
C 1.256 -0.507 0.396  0.43
F -0.885 1.464 0.203  -0.40
F 2.054 -1.328 1.071  -0.32
F 2.069 -0.117 -0.626  -0.34
I -3.563 0.771 -0.655  0.10
I -0.358 -1.550 -0.480  0.25
H 0.899 0.376 0.968  0.18



Record 4
DFT (ωB97M-V with the def2-TZVPD basis set) results for a molecular structure, C30H29IrN5S3Sb.

Values from the calculation:
Highest occupied orbital energy (spin up / spin down) ... -10.45 / -12.56 eV
Multiplicity ... 5
E_tot ... -80893.3818 eV
<S²> ... 6.0416
Gap between HOMO and LUMO (spin up / spin down) ... 4.09 / 2.01 eV
Net charge ... +2

Each line ends with the natural charge from an NBO analysis.
Element x y z (Å)
Ir 10.587 11.930 9.814  0.85
C 6.545 9.419 13.070  -0.72
S 7.621 10.802 13.682  0.26
C 8.873 11.120 12.380  -0.17
S 8.407 11.497 10.715  0.03
N 10.186 11.136 12.700  -0.24
N 11.061 11.543 11.755  -0.39
C 12.315 11.658 12.185  0.03
C 13.272 11.702 11.083  0.11
C 14.638 11.452 11.160  -0.22
C 15.434 11.731 10.074  -0.14
C 14.804 12.271 8.923  -0.28
C 13.400 12.407 8.815  0.06
N 12.631 12.157 9.912  -0.53
H 5.505 9.551 13.362  0.25
H 6.969 8.500 13.492  0.23
H 6.587 9.343 11.993  0.23
H 12.514 11.600 13.265  0.25
H 15.056 11.142 12.108  0.25
H 16.499 11.468 10.104  0.25
H 15.400 12.574 8.093  0.23
H 12.924 12.738 7.870  0.23
S 9.929 13.130 7.899  -0.58
Sb 10.474 15.286 8.588  1.63
C 9.257 16.409 7.272  -0.05
C 7.893 16.098 7.160  -0.21
C 7.268 16.537 6.014  -0.18
C 7.925 17.296 5.048  0.04
C 9.278 17.700 5.233  -0.16
C 9.888 17.252 6.363  -0.26
C 9.788 15.953 10.535  -0.25
C 9.271 14.944 11.353  -0.26
C 8.165 15.206 12.181  -0.16
C 7.717 16.537 12.350  -0.18
C 8.364 17.524 11.624  -0.19
C 9.400 17.262 10.699  -0.27
C 12.549 15.778 8.234  -0.28
C 13.182 15.750 7.007  -0.28
C 14.491 16.195 6.919  -0.20
C 15.082 16.858 8.036  -0.16
C 14.385 16.943 9.267  -0.19
C 13.132 16.376 9.345  -0.27
H 7.288 15.526 7.878  0.27
H 6.202 16.333 5.899  0.26
H 7.392 17.624 4.120  0.26
H 9.816 18.402 4.597  0.27
H 10.872 17.684 6.627  0.26
H 9.698 13.947 11.349  0.23
H 7.655 14.375 12.659  0.25
H 6.810 16.721 12.936  0.25
H 8.066 18.579 11.697  0.24
H 9.813 18.030 10.096  0.22
H 12.737 15.366 6.087  0.23
H 15.056 15.989 5.996  0.24
H 16.127 17.253 7.969  0.25
H 14.842 17.450 10.129  0.25
H 12.613 16.390 10.302  0.23
C 12.188 8.541 10.357  -0.67
C 11.286 8.797 9.221  0.43
N 10.761 9.998 8.823  -0.56
C 10.073 9.744 7.646  -0.07
C 10.102 8.417 7.338  -0.09
N 10.856 7.813 8.377  -0.49
H 11.723 9.049 11.208  0.25
H 13.183 8.945 10.140  0.25
H 12.316 7.476 10.569  0.25
H 9.570 10.558 7.104  0.23
H 9.655 7.861 6.530  0.25
H 11.223 6.900 8.285  0.43



Record 5
DFT (ωB97M-V with the def2-TZVPD basis set) results for a molecular structure, C30H37BMnN10O8S.

Values from the calculation:
Highest occupied orbital energy (spin up / spin down) ... -13.45 / -13.45 eV
Multiplicity ... 2
E_tot ... -105806.6998 eV
<S²> ... 0.9491
Gap between HOMO and LUMO (spin up / spin down) ... 3.40 / 5.72 eV
Net charge ... +2

Each line ends with the Löwdin charge.
Element x y z (Å)
Mn -0.139 -0.876 0.111  0.98
C 3.646 0.834 -0.513  -0.01
C 2.284 0.949 -0.269  -0.15
N 1.745 -0.270 -0.134  -0.02
N 2.737 -1.173 -0.282  -0.01
C 3.888 -0.533 -0.522  -0.01
B 2.385 -2.664 -0.441  -0.46
N 1.656 -3.112 0.842  -0.01
C 1.757 -4.242 1.551  -0.02
C 0.669 -4.326 2.405  -0.01
C -0.079 -3.189 2.133  -0.10
N 0.536 -2.453 1.196  -0.03
N 1.298 -2.727 -1.547  0.03
C 1.171 -3.522 -2.612  0.02
C -0.076 -3.311 -3.199  0.02
C -0.685 -2.351 -2.417  -0.03
N 0.168 -1.991 -1.429  0.01
H 4.338 1.635 -0.704  0.12
H 1.700 1.852 -0.233  0.07
H 4.798 -1.082 -0.699  0.14
H 3.337 -3.329 -0.684  0.13
H 2.579 -4.921 1.392  0.14
H 0.444 -5.108 3.108  0.12
H -1.020 -2.882 2.561  0.11
H 1.973 -4.184 -2.895  0.15
H -0.484 -3.797 -4.066  0.12
H -1.651 -1.886 -2.511  0.12
O -3.357 -2.381 -0.172  0.19
C -2.978 -1.722 0.749  -0.46
O -1.721 -1.218 0.752  -0.14
C -3.785 -1.373 1.949  -0.12
C -5.166 -1.513 1.882  0.03
C -5.940 -1.221 2.993  0.04
C -5.312 -0.807 4.153  -0.11
C -3.937 -0.672 4.244  0.02
C -3.173 -0.950 3.127  -0.01
N -6.129 -0.497 5.346  -0.35
O -7.327 -0.605 5.235  0.12
O -5.533 -0.151 6.343  0.10
H -5.622 -1.852 0.962  0.14
H -7.016 -1.313 2.976  0.13
H -3.497 -0.359 5.179  0.12
H -2.095 -0.857 3.173  0.09
N 3.149 1.089 4.095  0.07
C 2.673 2.012 3.010  -0.09
C 1.155 2.000 2.987  -0.17
N 0.664 0.636 2.772  -0.05
C 1.098 -0.236 3.862  -0.18
C 2.616 -0.297 3.876  -0.09
H 2.814 1.435 4.999  0.19
H 4.170 1.084 4.140  0.19
H 3.076 1.636 2.071  0.11
H 3.058 3.012 3.196  0.15
H 0.818 2.646 2.176  0.13
H 0.776 2.424 3.929  0.14
H -0.349 0.664 2.731  0.10
H 0.718 -1.243 3.709  0.10
H 0.744 0.117 4.843  0.14
H 2.992 -0.641 2.913  0.13
H 2.980 -0.947 4.669  0.14
C 0.779 0.557 -7.331  -0.03
C 0.881 1.333 -6.048  -0.25
C 0.984 2.720 -6.055  -0.01
C 1.071 3.435 -4.868  -0.03
C 1.068 2.747 -3.666  -0.28
C 0.967 1.363 -3.631  -0.05
C 0.872 0.668 -4.820  -0.03
S 1.273 3.665 -2.163  0.67
O 2.338 3.066 -1.398  -0.33
O 1.265 5.051 -2.486  -0.25
N -0.060 3.336 -1.250  -0.13
C -1.415 3.472 -1.775  -0.18
C -2.305 2.475 -1.034  -0.06
C -1.765 1.069 -1.178  -0.53
O -2.204 0.250 -1.946  0.12
O -0.672 0.832 -0.434  -0.17
H 0.700 1.221 -8.189  0.08
H -0.093 -0.098 -7.319  0.09
H 1.661 -0.071 -7.469  0.09
H 1.002 3.251 -6.998  0.12
H 1.145 4.514 -4.863  0.12
H 0.962 0.836 -2.685  0.09
H 0.792 -0.414 -4.806  0.11
H 0.081 2.476 -0.741  0.04
H -1.449 3.281 -2.853  0.13
H -1.776 4.485 -1.601  0.13
H -3.314 2.498 -1.436  0.14
H -2.322 2.740 0.026  0.13